w | Molecular formula: C3H11NOS2
Method: DFT, the ωB97M-V functional and the def2-TZVPD basis

```
18
Properties=species:S:1:pos:R:3
N -1.878 1.565 0.084
C -1.301 0.332 0.683
C -1.198 -0.864 -0.267
C 0.083 0.729 1.141
S 0.900 -0.730 1.964
S 0.325 1.363 -2.362
H -2.182 2.258 0.744
H -1.297 1.892 -0.657
H -2.121 0.010 1.420
H -0.661 -0.577 -1.207
H -2.185 -1.044 -0.657
H -0.677 -1.715 0.285
H -0.052 1.491 1.904
H 0.818 1.040 0.406
H 1.128 0.384 -2.812
H 1.407 -1.973 0.406
H 2.349 -3.066 -0.375
O 1.441 -2.620 -0.376
```

Computed properties:
total charge = 0
multiplicity = 1
HOMO level = -8.35 eV

---

x | Molecular formula: C3H11NOS2
Method: DFT, the ωB97M-V functional and the def2-TZVPD basis

```
18
Properties=species:S:1:pos:R:3
C 2.496 1.905 -1.335
S 1.736 0.782 -0.070
S 0.580 -0.668 -0.619
C -1.094 0.071 -0.910
C -1.841 0.468 0.363
N -2.599 -0.747 0.748
H 1.763 2.711 -1.415
H 3.446 2.149 -0.903
H 2.600 1.567 -2.374
H -1.661 -0.652 -1.482
H -1.007 0.914 -1.592
H -2.485 1.322 0.152
H -1.170 0.914 1.105
H -1.991 -1.316 1.326
H -3.450 -0.585 1.272
O 1.519 -3.190 2.191
H 0.835 -2.625 1.834
H 2.324 -3.018 1.708
```

Computed properties:
total charge = 0
multiplicity = 1
HOMO level = -8.77 eV

---

y | Molecular formula: C3H11NOS2
Method: DFT, the ωB97M-V functional and the def2-TZVPD basis

```
18
Properties=species:S:1:pos:R:3
C -2.482 -1.227 -0.242
C -1.083 -0.667 0.272
N 0.153 -1.240 -0.218
C -0.986 0.849 0.008
S 0.672 1.673 0.032
S 0.927 1.856 2.105
H -2.387 -1.469 -1.262
H -2.720 -2.025 0.449
H -3.292 -0.526 -0.010
H -1.037 -0.760 1.396
H -0.033 -1.742 -1.112
H 0.552 -1.880 0.420
H -1.224 0.902 -1.067
H -1.782 1.392 0.608
H -0.028 2.702 2.542
O 1.266 -3.745 -3.373
H 1.859 -4.392 -3.713
H 0.615 -3.742 -4.175
```

Computed properties:
total charge = 0
multiplicity = 1
HOMO level = -8.43 eV

---

z | Molecular formula: C3H11NOS2
Method: DFT, the ωB97M-V functional and the def2-TZVPD basis

```
18
Properties=species:S:1:pos:R:3
C 0.862 -1.498 -2.627
N 0.398 -1.293 -1.186
C -0.374 -0.096 -0.834
C 0.357 1.273 -0.865
S 1.865 1.324 0.211
S 1.662 -0.228 1.589
H 0.790 -0.605 -3.254
H 1.922 -1.822 -2.810
H 0.203 -2.115 -3.301
H 1.274 -1.192 -0.746
H -0.492 -0.182 0.215
H -1.415 -0.023 -1.293
H 0.636 1.416 -1.988
H -0.268 2.079 -0.472
H 2.149 -0.765 2.969
O -6.955 -0.410 1.660
H -6.146 -0.520 1.138
H -7.291 0.440 1.712
```

Computed properties:
total charge = 0
multiplicity = 1
HOMO level = -8.34 eV

---

Going by the energies, x is most stable and the next is 0.237 eV up.

---

w | Molecular formula: C3H11NOS2
Method: DFT, the ωB97M-V functional and the def2-TZVPD basis

```
18
Properties=species:S:1:pos:R:3
N 1.069 1.140 2.293
C 1.454 0.149 1.297
C 0.261 -0.434 0.533
C -0.121 0.442 -0.681
S -0.658 2.132 -0.376
S -2.682 1.837 -0.031
H 1.873 1.303 2.891
H 0.848 2.054 1.911
H 1.953 -0.661 1.835
H 2.181 0.524 0.561
H -0.621 -0.567 1.167
H 0.510 -1.414 0.139
H -0.856 -0.070 -1.309
H 0.732 0.501 -1.372
H -3.086 2.616 -1.042
O -0.864 -3.446 -2.328
H -0.848 -3.571 -3.281
H -1.147 -2.534 -2.207
```

Computed properties:
total charge = 0
multiplicity = 1
HOMO level = -8.81 eV

---

x | Molecular formula: C3H11NOS2
Method: DFT, the ωB97M-V functional and the def2-TZVPD basis

```
18
Properties=species:S:1:pos:R:3
C -0.052 -0.239 2.212
C -1.209 -0.058 1.273
N -2.566 0.222 1.802
C -0.942 1.169 -0.022
S 0.641 1.422 -1.019
S 1.649 -0.135 -1.565
H 0.267 0.711 2.817
H -0.196 -0.787 3.207
H 0.883 -0.876 1.904
H -1.381 -0.959 0.494
H -3.086 -0.495 1.297
H -2.753 1.315 1.794
H -1.950 1.108 -0.565
H -1.007 1.917 0.784
H 2.138 -0.514 -0.378
O 0.122 -2.957 -0.408
H 1.005 -2.515 -0.423
H -0.357 -2.629 0.290
```

Computed properties:
total charge = 0
multiplicity = 1
HOMO level = -8.93 eV

---

Going by the energies, w is most stable and the next is 2.947 eV up.

---

w | Molecular formula: C4H9N2
Method: DFT, the ωB97M-V functional and the def2-TZVPD basis

```
15
Properties=species:S:1:pos:R:3
C -0.386 0.899 -0.247
C -2.080 -0.138 -1.584
C 1.838 0.906 0.502
C 0.510 -1.117 0.847
N -1.654 0.559 -0.566
N 0.588 0.233 0.359
H -3.048 -0.149 -1.921
H -1.404 -0.809 -1.967
H 2.701 0.530 -0.237
H 1.573 1.935 0.279
H 2.176 0.678 1.456
H -0.463 -1.402 1.204
H 0.928 -1.904 0.185
H 1.089 -1.305 1.727
H -2.368 1.084 -0.037
```

Computed properties:
total charge = +1
multiplicity = 1
HOMO level (spin up / spin down) = -13.39 / -13.38 eV

---

x | Molecular formula: C4H9N2
Method: DFT, the ωB97M-V functional and the def2-TZVPD basis

```
15
Properties=species:S:1:pos:R:3
C 0.310 0.553 -0.404
C 1.003 -1.858 0.312
C -0.321 -1.538 0.953
C -1.577 1.628 -0.126
N 0.387 -0.576 0.147
N 1.194 1.169 -1.139
H 1.822 -1.683 1.041
H 1.274 -2.641 -0.418
H -1.144 -1.897 0.350
H -0.469 -1.343 2.007
H -1.440 2.721 -0.064
H -2.299 1.309 -0.833
H -1.810 1.231 0.883
H 0.989 2.113 -1.482
H 2.081 0.811 -1.229
```

Computed properties:
total charge = +1
multiplicity = 1
HOMO level = -14.77 eV

---

Going by the energies, x is most stable and the next is 0.289 eV up.

---

w | Molecular formula: C4H9N2
Method: DFT, the ωB97M-V functional and the def2-TZVPD basis

```
15
Properties=species:S:1:pos:R:3
C 2.473 -0.052 -0.264
N 1.214 -0.547 0.183
C 0.095 0.105 0.401
N -0.398 1.297 0.237
C -1.406 0.239 0.639
C -2.294 -0.440 -0.392
H 3.196 -0.832 -0.524
H 3.084 0.355 0.630
H 2.245 0.613 -1.121
H 1.333 -1.496 0.456
H -0.392 2.159 -0.277
H -1.788 0.328 1.712
H -3.294 -0.074 -0.314
H -2.334 -1.524 -0.035
H -1.733 -0.132 -1.333
```

Computed properties:
total charge = +1
multiplicity = 1
HOMO level = -15.15 eV

---

x | Molecular formula: C4H9N2
Method: DFT, the ωB97M-V functional and the def2-TZVPD basis

```
15
Properties=species:S:1:pos:R:3
C -3.549 1.035 0.719
C -2.433 1.175 0.247
C -1.137 1.192 -0.395
C 1.268 1.180 0.410
N 1.903 0.146 0.289
N 1.052 -2.201 -0.441
H -4.463 1.325 1.164
H -0.734 2.190 -0.751
H -0.734 0.263 -0.819
H 1.615 2.216 0.662
H 2.958 0.092 0.450
H 1.541 -0.890 -0.214
H 0.510 -2.336 -1.353
H 0.557 -2.399 0.450
H 1.646 -2.990 -0.417
```

Computed properties:
total charge = +1
multiplicity = 1
HOMO level (spin up / spin down) = -12.31 / -13.20 eV

---

Going by the energies, w is most stable and the next is 3.831 eV up.

---

w | Molecular formula: C11H10
Method: DFT, the ωB97M-V functional and the def2-TZVPD basis

```
21
Properties=species:S:1:pos:R:3
C -1.221 0.547 -0.709
C -0.008 0.370 -0.181
C 2.766 -1.442 -0.699
C 3.318 -0.217 -0.306
C 1.508 -1.085 0.006
C 2.062 0.321 0.304
C -1.968 -0.431 -1.034
C 0.304 -1.043 -0.458
C 1.208 1.091 -0.385
C -3.348 -0.904 -0.887
C 1.013 2.340 -1.155
H 3.110 -2.138 -1.548
H 4.091 0.388 -0.692
H -1.769 -0.804 -1.984
H -0.329 -1.774 -0.903
H -3.584 -0.868 0.226
H -3.284 -1.996 -1.207
H -4.242 -0.287 -1.333
H 0.091 2.744 -0.836
H 0.950 2.011 -2.199
H 1.805 3.088 -0.940
```

Computed properties:
total charge = 0
multiplicity = 1
HOMO level = -7.51 eV

---

x | Molecular formula: C11H10
Method: DFT, the ωB97M-V functional and the def2-TZVPD basis

```
21
Properties=species:S:1:pos:R:3
C 0.968 -0.069 1.118
C 0.495 -0.042 -0.096
C -0.408 -0.017 -3.650
C -1.593 -0.411 -3.111
C 0.197 0.202 -2.354
C -1.103 -0.211 -1.748
C 1.655 -0.019 2.234
C 1.081 0.279 -1.383
C -0.960 -0.514 -0.438
C 1.732 1.159 3.124
C -2.015 -0.956 0.593
H 0.178 -0.113 -4.553
H -2.479 -0.670 -3.483
H 2.039 -1.016 2.694
H 2.107 0.671 -1.416
H 1.647 2.157 2.614
H 2.689 1.250 3.705
H 0.784 1.288 3.734
H -2.738 0.041 0.461
H -1.679 -1.168 1.690
H -2.598 -1.842 0.265
```

Computed properties:
total charge = 0
multiplicity = 1
HOMO level = -7.77 eV

---

Going by the energies, x is most stable and the next is 4.324 eV up.